Record 1
{
  "formula": "C5H11NO",
  "method": "ωB97M-V/def2-TZVPD",
  "elements": ["C", "C", "C", "N", "C", "C", "O", "H", "H", "H", "H", "H", "H", "H", "H", "H", "H", "H"],
  "xyz": [[0.084433, 1.850359, 0.286210], [0.521268, 0.386776, 0.322347], [0.333866, -0.154265, 1.739029], [-0.177494, -0.398011, -0.718439], [-0.724154, -1.732124, -0.485927], [-0.005720, -0.044864, -2.023685], [0.620633, 0.913666, -2.435753], [-0.986849, 1.941486, 0.497261], [0.634711, 2.410530, 1.049654], [0.299941, 2.277415, -0.691386], [1.593394, 0.358909, 0.082181], [0.664981, -1.187785, 1.868685], [0.933241, 0.467309, 2.409862], [-0.708448, -0.078043, 2.072525], [-0.521483, -2.059282, 0.532857], [-1.811764, -1.751606, -0.636607], [-0.236401, -2.447319, -1.159122], [-0.514156, -0.753152, -2.709692]],
  "forces_ev_per_angstrom": [[0.0, 0.1, 0.0], [0.1, 0.1, 0.1], [0.0, 0.0, 0.0], [0.1, 0.1, -0.1], [0.0, -0.1, 0.0], [0.1, 0.1, 0.1], [-0.1, -0.3, 0.1], [0.1, 0.0, 0.0], [-0.1, -0.1, -0.1], [-0.1, 0.1, 0.2], [-0.1, 0.0, 0.0], [0.0, 0.1, 0.0], [-0.1, -0.1, -0.1], [0.1, 0.0, -0.1], [-0.1, 0.1, -0.2], [0.2, -0.1, 0.0], [-0.3, 0.0, 0.1], [0.1, 0.1, 0.1]],
  "e_tot_ha": -327.10508,
  "de_lowest_kj_mol": 69.0,
  "smiles": "CC(C)N(C)C=O",
  "total_charge": 0,
  "orbital_gap_ev": 10.17
}


Record 2
{
  "formula": "C5H11NO",
  "method": "ωB97M-V/def2-TZVPD",
  "elements": ["C", "C", "C", "C", "N", "C", "O", "H", "H", "H", "H", "H", "H", "H", "H", "H", "H", "H"],
  "xyz": [[1.603680, 1.400934, 0.029078], [1.090065, 0.145607, 0.734912], [-0.068405, -0.396187, -0.118024], [0.037403, -1.850932, -0.563119], [-1.373299, -0.119051, 0.458065], [-2.248640, 0.741067, -0.118097], [-2.030658, 1.400704, -1.115851], [1.865386, 1.161761, -1.010027], [0.792760, 2.136379, -0.022806], [2.479319, 1.854311, 0.498289], [1.887135, -0.597933, 0.846822], [0.731793, 0.385418, 1.740907], [-0.054206, 0.228383, -1.008815], [1.079113, -2.173287, -0.643168], [-0.474152, -2.519774, 0.133877], [-0.433943, -1.960914, -1.543325], [-1.674658, -0.624523, 1.277544], [-3.208694, 0.788036, 0.423739]],
  "forces_ev_per_angstrom": [[0.1, 0.1, 0.0], [0.1, 0.0, 0.0], [0.1, 0.1, -0.3], [0.0, -0.1, 0.0], [-0.1, 0.0, 0.0], [0.0, 0.1, -0.1], [-0.1, -0.1, 0.2], [0.1, 0.0, 0.2], [0.2, 0.0, 0.0], [-0.1, 0.0, 0.1], [-0.1, 0.1, -0.1], [0.1, 0.0, -0.1], [-0.2, -0.2, -0.1], [-0.1, 0.1, 0.0], [0.1, 0.0, 0.0], [0.0, -0.1, 0.1], [0.0, 0.0, -0.1], [0.0, 0.0, 0.0]],
  "e_tot_ha": -327.11290,
  "de_lowest_kj_mol": 48.4,
  "smiles": "CC[C@@H](C)NC=O",
  "total_charge": 0,
  "orbital_gap_ev": 10.61
}


Record 3
{
  "formula": "C5H11NO",
  "method": "ωB97M-V/def2-TZVPD",
  "elements": ["C", "C", "C", "N", "C", "C", "H", "H", "H", "H", "H", "H", "H", "H", "H", "O", "H", "H"],
  "xyz": [[1.144061, -2.142677, 0.848169], [1.307788, -0.843773, 0.735238], [1.688065, -0.204282, -0.575848], [0.838436, 1.002660, -0.899554], [-0.532155, 0.761046, -1.153113], [-1.448032, 1.707201, -0.918778], [0.947370, -2.495446, 1.865191], [1.260168, -2.970851, 0.128168], [1.009427, -0.005350, 1.497211], [2.684111, 0.111305, -0.520369], [1.509921, -0.837962, -1.565800], [1.050489, 1.984659, -0.617294], [-0.716115, -0.285854, -1.528277], [-1.369434, 2.693670, -0.500930], [-2.502341, 1.267441, -1.089866], [-2.369993, -0.239904, 1.446689], [-2.580533, 0.271151, 2.099253], [-1.921238, 0.226958, 0.749917]],
  "forces_ev_per_angstrom": [[0.0, -1.1, 1.9], [-0.8, 2.0, -0.9], [-2.7, 0.5, -2.3], [-0.3, -0.2, -0.2], [2.2, 0.5, 0.7], [-3.2, -2.6, -0.8], [-0.3, -0.1, -0.3], [0.1, 1.1, 0.0], [0.8, -2.2, -0.9], [1.6, 0.5, -0.2], [0.7, 0.6, 2.4], [0.1, -1.7, 0.0], [-0.2, 1.4, 0.5], [0.4, 0.1, 0.0], [1.5, 1.4, 0.1], [1.5, -5.7, -5.5], [-1.8, 5.0, 5.8], [0.2, 0.7, -0.2]],
  "e_tot_ha": -327.00017,
  "de_lowest_kj_mol": 344.4,
  "smiles": "C=CCNC=C.O",
  "total_charge": 0,
  "orbital_gap_ev": 9.26
}


Record 4
{
  "formula": "C5H11NO",
  "method": "ωB97M-V/def2-TZVPD",
  "elements": ["C", "C", "N", "C", "H", "H", "H", "H", "H", "H", "H", "C", "C", "O", "H", "H", "H", "H"],
  "xyz": [[-0.914771, -1.779221, -0.490177], [-0.059816, -0.661578, -1.027780], [1.084796, -0.289180, -0.628399], [1.697991, -0.958097, 0.504508], [-0.771671, -1.921587, 0.587476], [-1.976695, -1.589259, -0.685961], [-0.636110, -2.712277, -0.999346], [-0.483729, -0.076970, -1.851724], [1.084258, -0.880962, 1.415834], [1.868063, -2.023427, 0.305993], [2.662735, -0.485087, 0.708457], [-1.072731, 1.691588, 0.553094], [0.247360, 2.150424, -0.037863], [0.346073, 2.689667, -1.112390], [-1.482088, 2.556960, 1.090826], [-1.786016, 1.396974, -0.228479], [-0.942665, 0.877749, 1.278860], [1.135022, 2.014289, 0.617069]],
  "forces_ev_per_angstrom": [[0.1, 0.0, 0.0], [0.2, 0.1, 0.0], [-0.4, -0.3, -0.1], [0.1, -0.1, 0.1], [0.0, 0.0, -0.2], [0.3, 0.0, 0.0], [-0.1, 0.1, 0.1], [0.1, -0.1, 0.0], [0.1, 0.0, -0.2], [0.0, 0.1, 0.1], [-0.1, -0.1, 0.0], [0.0, 0.1, 0.0], [-0.1, 0.1, -0.3], [-0.1, -0.1, 0.5], [0.0, -0.2, 0.0], [0.2, 0.2, 0.2], [0.0, 0.2, -0.2], [-0.1, 0.1, -0.1]],
  "e_tot_ha": -327.05659,
  "de_lowest_kj_mol": 196.3,
  "smiles": "C/C=N\\C.CC=O",
  "total_charge": 0,
  "orbital_gap_ev": 10.35
}


Record 5
{
  "formula": "C5H11NO",
  "method": "ωB97M-V/def2-TZVPD",
  "elements": ["C", "C", "C", "C", "N", "C", "O", "H", "H", "H", "H", "H", "H", "H", "H", "H", "H", "H"],
  "xyz": [[1.675513, -0.475814, -1.660049], [0.527751, 0.544156, -1.510656], [-0.447929, -0.223698, 1.194350], [-0.233625, -0.038202, 2.653402], [-1.539971, 0.258011, 0.595617], [-1.767833, 0.249652, -0.710108], [-0.716398, -0.202749, -1.458984], [2.139347, -0.766649, -0.701412], [1.236821, -1.370307, -2.116337], [2.492452, -0.131628, -2.315681], [0.734337, 1.209685, -0.654148], [0.443757, 1.168700, -2.403655], [0.121325, -0.926417, 0.600355], [0.842195, -0.025321, 2.866460], [-0.631658, 0.926258, 2.996313], [-0.684489, -0.829751, 3.269565], [-2.222526, 0.737256, 1.177518], [-2.646337, 0.763409, -1.096846]],
  "forces_ev_per_angstrom": [[-0.1, 0.0, 0.0], [0.6, 0.2, -0.2], [-0.1, -0.2, 0.1], [0.0, 0.0, 0.2], [0.3, 0.1, 0.2], [0.4, 0.6, -0.1], [-0.6, -0.4, 0.0], [-0.4, 0.2, -0.3], [0.2, 0.1, 0.0], [-0.4, 0.1, 0.2], [-0.6, -0.4, -0.1], [0.1, 0.0, 0.1], [0.1, 0.3, 0.2], [-0.2, 0.0, 0.1], [0.0, -0.2, 0.0], [0.1, 0.1, 0.1], [0.1, -0.1, -0.1], [0.5, -0.2, -0.2]],
  "e_tot_ha": -326.99391,
  "de_lowest_kj_mol": 360.8,
  "total_charge": 0,
  "orbital_gap_ev": 7.12
}


Record 6
{
  "formula": "C5H11NO",
  "method": "ωB97M-V/def2-TZVPD",
  "elements": ["C", "C", "C", "N", "C", "C", "O", "H", "H", "H", "H", "H", "H", "H", "H", "H", "H", "H"],
  "xyz": [[-0.228513, -0.376996, 1.014612], [-1.254615, -1.374663, 1.406681], [0.326251, -0.441254, -0.290717], [1.028813, 0.744409, -0.690255], [1.211488, 2.076113, -1.378394], [-0.006556, 2.516756, -2.172292], [-0.049254, -1.290697, -1.108386], [0.889512, -3.928339, 3.633377], [0.378199, 0.216115, 1.690034], [-0.913636, -1.847290, 2.335663], [-1.177519, -2.164187, 0.643650], [-2.301143, -1.085057, 1.503688], [1.048487, 0.407957, -1.676032], [1.588525, 2.719160, -0.631309], [0.549361, -3.885296, 2.975760], [-0.938771, 2.661057, -1.583314], [0.123721, 3.400855, -2.844675], [-0.274347, 1.651356, -2.828091]],
  "forces_ev_per_angstrom": [[1.9, 0.5, -0.6], [0.7, -0.8, -0.3], [-3.1, -1.2, 1.7], [1.2, 2.7, -4.5], [-2.4, -2.1, 3.9], [0.2, -1.1, -1.8], [1.2, 0.5, -0.6], [0.0, 0.0, 0.0], [-0.6, 0.2, 0.4], [-0.3, 0.3, 0.2], [-0.4, 0.2, 0.1], [0.1, 0.3, 0.0], [-0.5, -0.6, 0.0], [0.8, 1.1, 0.3], [0.0, 0.0, 0.0], [0.8, 0.0, 0.3], [0.3, -0.7, 0.7], [0.0, 0.7, 0.1]],
  "e_tot_ha": -326.83334,
  "de_lowest_kj_mol": 782.4,
  "total_charge": 0,
  "orbital_gap_ev": 5.18
}


Record 7
{
  "formula": "C5H11NO",
  "method": "ωB97M-V/def2-TZVPD",
  "elements": ["C", "N", "C", "C", "C", "C", "O", "H", "H", "H", "H", "H", "H", "H", "H", "H", "H", "H"],
  "xyz": [[-0.232338, 0.051726, -2.596192], [-0.302022, -0.947180, -1.521658], [-0.181088, 1.695678, 1.534119], [0.227269, 0.956514, 0.229274], [-0.458576, -0.382146, -0.201917], [0.531737, -0.855759, 0.830369], [0.368874, -1.093995, 2.001479], [-0.551227, -0.371213, -3.542160], [-0.927254, 0.847659, -2.343366], [0.748887, 0.545702, -2.639468], [0.429877, -1.645258, -1.503093], [-0.231639, 2.771665, 1.354395], [-1.194334, 1.339211, 1.739914], [0.507571, 1.479696, 2.343084], [-0.108523, 1.643398, -0.571238], [1.302787, 1.111387, 0.120449], [-1.534970, -0.338013, -0.024986], [1.449205, -1.131862, 0.265898]],
  "forces_ev_per_angstrom": [[0.3, -0.1, 0.7], [0.3, 0.8, 0.3], [-0.7, -0.9, -0.9], [-0.5, 4.5, -2.0], [0.7, -0.4, 1.5], [-1.4, -3.8, -0.7], [0.2, 0.5, 0.1], [0.3, -0.1, -0.2], [-0.3, 0.0, -0.1], [-0.1, -0.2, -0.4], [0.2, 0.2, -0.5], [0.1, -0.2, 0.0], [0.1, 0.2, 0.6], [-0.2, -0.1, 0.2], [0.1, 0.0, 0.1], [0.2, -0.9, -0.2], [0.3, 0.2, 0.9], [0.4, 0.3, 0.4]],
  "e_tot_ha": -327.01984,
  "de_lowest_kj_mol": 292.8,
  "total_charge": 0,
  "orbital_gap_ev": 9.99
}